Record 1
Molecular formula: C35H44GeKN6O2Se
Method: DFT, the ωB97M-V functional and the def2-TZVPD basis

```
90
Properties=species:S:1:pos:R:3
K 0.174 -0.249 -0.466
C -0.472 3.262 -1.025
N -0.126 2.594 0.218
C -1.219 2.569 1.172
C -2.445 1.781 0.768
C -3.649 1.962 1.448
C -4.714 1.133 1.142
C -4.554 0.154 0.171
C -3.329 0.065 -0.473
N -2.317 0.877 -0.188
C 1.070 3.116 0.848
C 2.394 2.860 0.158
C 3.391 3.830 0.250
C 4.648 3.553 -0.265
C 4.867 2.321 -0.858
C 3.807 1.425 -0.918
N 2.605 1.687 -0.426
C 0.439 2.915 -2.183
C 1.166 3.903 -2.839
C 1.988 3.537 -3.895
C 2.064 2.202 -4.251
C 1.313 1.278 -3.533
N 0.508 1.637 -2.542
H -0.474 4.361 -0.897
H -1.483 2.957 -1.299
H -1.540 3.590 1.459
H -0.836 2.093 2.080
H -3.733 2.727 2.211
H -5.658 1.242 1.663
H -5.354 -0.528 -0.083
H -3.121 -0.685 -1.230
H 1.153 2.641 1.831
H 0.983 4.206 1.016
H 3.176 4.780 0.723
H 5.442 4.286 -0.202
H 5.830 2.049 -1.267
H 3.928 0.444 -1.365
H 1.097 4.933 -2.512
H 2.568 4.283 -4.424
H 2.703 1.866 -5.057
H 1.367 0.214 -3.747
C 3.802 -0.583 2.690
C 2.932 -0.999 1.503
O 1.767 -0.511 1.469
C 3.518 -1.835 0.555
C 2.955 -2.286 -0.693
C 3.929 -2.874 -1.697
N 1.699 -2.175 -0.973
N 1.336 -2.497 -2.289
C 0.038 -2.425 -2.510
O -0.934 -2.159 -1.740
C -0.317 -2.689 -3.964
C 0.611 -3.178 -4.885
C 0.253 -3.395 -6.206
C -1.041 -3.122 -6.637
C -1.970 -2.636 -5.729
C -1.610 -2.427 -4.405
H 3.149 -0.247 3.495
H 4.451 0.251 2.402
H 4.441 -1.392 3.048
H 4.544 -2.133 0.743
H 4.927 -2.961 -1.267
H 3.978 -2.244 -2.589
H 3.590 -3.852 -2.040
H 1.614 -3.377 -4.531
H 0.986 -3.781 -6.905
H -1.319 -3.290 -7.671
H -2.982 -2.420 -6.053
H -2.320 -2.059 -3.676
C -2.136 -1.967 6.262
Ge -3.224 -1.080 4.891
C -2.934 0.858 5.017
C -5.139 -1.434 5.205
C -2.727 -1.783 3.127
Se -0.906 -1.256 2.652
C -0.431 -2.880 1.673
H -2.318 -1.528 7.244
H -1.080 -1.857 6.018
H -2.364 -3.032 6.315
H -2.979 1.169 6.062
H -3.702 1.400 4.463
H -1.959 1.142 4.619
H -5.447 -1.096 6.195
H -5.354 -2.501 5.130
H -5.748 -0.915 4.464
H -3.430 -1.465 2.356
H -2.773 -2.873 3.191
H -0.392 -3.706 2.380
H 0.529 -2.718 1.185
H -1.171 -3.050 0.892
```

Output
ΔE to the lowest compared entry with this formula, charge and spin = 38.2 kJ/mol
frontier orbital gap = 0.179 hartree
strongest force on any atom = 0.57 eV/A
charge = -1

Record 2
Molecular formula: C3H6N2O2
Method: DFT, the ωB97M-V functional and the def2-TZVPD basis

```
13
Properties=species:S:1:pos:R:3
C -0.521 1.520 0.258
O 0.303 0.912 -0.742
C 0.996 -0.219 -0.443
N 2.194 -0.437 -0.777
N 0.261 -1.184 0.255
C -1.100 -1.366 0.134
O -1.753 -2.071 0.866
H 0.078 2.174 0.901
H -1.033 0.791 0.890
H -1.269 2.101 -0.285
H 2.600 0.401 -1.189
H 0.774 -1.829 0.838
H -1.529 -0.792 -0.707
```

Output
SMILES string = [H]/N=C(/NC=O)OC
ΔE to the lowest compared entry with this formula, charge and spin = 167.4 kJ/mol
frontier orbital gap = 0.400 hartree
strongest force on any atom = 0.45 eV/A
charge = 0

Record 3
Molecular formula: C54H59AsN4Ru
Method: DFT, the ωB97M-V functional and the def2-TZVPD basis

```
119
Properties=species:S:1:pos:R:3
Ru 0.267 -0.618 0.461
C 5.638 3.237 1.132
C 4.635 2.630 2.115
C 3.892 1.449 1.584
C 4.420 0.230 1.245
C 5.847 -0.204 1.244
C 6.405 -0.294 -0.181
C 3.314 -0.623 0.891
N 2.131 0.066 0.989
C 2.455 1.325 1.437
C 1.531 2.285 1.772
C 0.132 2.120 1.789
C -0.789 3.082 2.278
C -0.422 4.431 2.783
C 0.051 4.372 4.236
C -2.059 2.530 2.129
C -1.875 1.261 1.517
C -2.920 0.435 1.078
C -2.791 -0.815 0.512
N -1.597 -1.457 0.302
C -1.908 -2.712 -0.172
C -1.003 -3.720 -0.354
C 0.377 -3.628 -0.080
N 1.068 -2.462 0.134
C 2.376 -2.838 0.346
C 3.437 -1.963 0.602
C 2.505 -4.250 0.297
C 1.231 -4.752 0.032
C 0.801 -6.175 -0.013
C 0.213 -6.595 1.337
C 3.745 -5.014 0.591
C 3.982 -5.076 2.104
C -3.341 -2.849 -0.306
C -3.890 -1.675 0.134
C -5.344 -1.353 0.209
C -5.914 -0.969 -1.161
C -4.049 -4.082 -0.752
C -4.259 -5.061 0.410
N -0.538 1.014 1.330
C -3.373 3.072 2.562
C -3.829 2.372 3.846
H 6.098 4.113 1.584
H 5.141 3.533 0.211
H 6.429 2.533 0.894
H 3.935 3.409 2.413
H 5.179 2.309 3.010
H 5.929 -1.182 1.724
H 6.453 0.492 1.824
H 5.757 -0.900 -0.809
H 7.397 -0.738 -0.170
H 6.483 0.694 -0.628
H 1.908 3.233 2.120
H -1.284 5.095 2.711
H 0.378 4.845 2.163
H -0.755 4.045 4.887
H 0.374 5.354 4.570
H 0.879 3.675 4.337
H -3.920 0.808 1.226
H -1.379 -4.681 -0.665
H 4.428 -2.388 0.625
H 1.654 -6.815 -0.245
H 0.049 -6.313 -0.792
H 0.965 -6.504 2.115
H -0.117 -7.629 1.310
H -0.631 -5.962 1.601
H 4.599 -4.539 0.107
H 3.658 -6.027 0.200
H 4.026 -4.073 2.523
H 4.910 -5.594 2.330
H 3.168 -5.610 2.588
H -5.516 -0.539 0.914
H -5.875 -2.232 0.580
H -5.491 -0.026 -1.498
H -6.994 -0.869 -1.094
H -5.686 -1.732 -1.902
H -3.473 -4.574 -1.537
H -5.025 -3.821 -1.165
H -3.315 -5.310 0.889
H -4.719 -5.975 0.041
H -4.913 -4.630 1.165
H -4.116 2.929 1.772
H -3.299 4.144 2.746
H -3.920 1.298 3.694
H -4.792 2.760 4.164
H -3.104 2.545 4.636
C -1.605 -0.067 -6.239
C -2.174 -0.755 -5.178
C -1.756 -0.497 -3.883
C -0.772 0.457 -3.641
C -0.178 1.116 -4.711
C -0.604 0.862 -6.004
As -0.360 0.928 -1.779
C -1.855 2.177 -1.491
C -1.616 3.304 -0.709
C -2.608 4.240 -0.486
C -3.864 4.058 -1.038
C -4.119 2.932 -1.803
C -3.125 1.992 -2.027
C 1.070 2.230 -2.060
C 2.382 1.805 -1.880
C 3.439 2.674 -2.096
C 3.188 3.973 -2.506
C 1.886 4.400 -2.705
C 0.831 3.533 -2.486
H -1.936 -0.263 -7.248
H -2.954 -1.480 -5.360
H -2.191 -1.040 -3.046
H 0.614 1.832 -4.529
H -0.162 1.408 -6.826
H -0.633 3.454 -0.279
H -2.397 5.108 0.120
H -4.637 4.794 -0.873
H -5.095 2.798 -2.244
H -3.334 1.121 -2.638
H 2.571 0.778 -1.573
H 4.457 2.336 -1.964
H 4.005 4.652 -2.688
H 1.694 5.407 -3.041
H -0.184 3.862 -2.665
```

Output
ΔE to the lowest compared entry with this formula, charge and spin = 56.6 kJ/mol
frontier orbital gap (spin up / spin down) = 0.192 / 0.190 hartree
spin multiplicity = 2
strongest force on any atom = 1.81 eV/A
charge = +1

Record 4
Molecular formula: C26H28BaO2PS4
Method: DFT, the ωB97M-V functional and the def2-TZVPD basis

```
62
Properties=species:S:1:pos:R:3
Ba -0.763 -0.040 1.066
O 0.514 -0.970 2.987
C 1.226 0.044 2.849
C 2.571 -0.014 3.532
C 2.688 -0.029 4.916
C 3.937 0.065 5.513
C 5.072 0.152 4.720
C 4.962 0.134 3.334
C 3.713 0.061 2.725
P 3.446 0.110 0.909
C 5.174 0.140 0.312
C 5.953 -1.001 0.131
C 7.264 -0.900 -0.307
C 7.819 0.346 -0.565
C 7.053 1.488 -0.392
C 5.738 1.383 0.035
C 2.927 -1.598 0.530
C 2.425 -1.816 -0.752
C 1.927 -3.058 -1.121
C 1.943 -4.100 -0.209
C 2.456 -3.899 1.064
C 2.940 -2.656 1.436
H 1.793 -0.103 5.523
H 4.029 0.068 6.592
H 6.052 0.224 5.176
H 5.858 0.180 2.730
H 5.522 -1.975 0.327
H 7.853 -1.798 -0.447
H 8.843 0.424 -0.908
H 7.473 2.464 -0.601
H 5.138 2.278 0.152
H 2.359 -1.001 -1.464
H 1.480 -3.177 -2.100
H 1.524 -5.061 -0.482
H 2.453 -4.706 1.787
H 3.301 -2.504 2.446
S -1.153 -2.298 -3.592
C -1.159 -1.549 -2.117
S -0.287 0.007 -1.967
S -1.857 -2.319 -0.728
C -5.321 5.362 -1.269
C -4.368 4.208 -1.550
C -3.325 4.051 -0.451
S -2.227 2.645 -0.812
O -1.712 2.236 0.568
C -0.864 3.516 -1.619
C 0.058 4.296 -0.689
C 1.210 3.460 -0.152
H -6.077 5.448 -2.049
H -4.786 6.312 -1.217
H -5.837 5.222 -0.318
H -3.867 4.368 -2.510
H -4.919 3.271 -1.655
H -3.782 3.799 0.507
H -2.740 4.964 -0.315
H -1.364 4.151 -2.356
H -0.329 2.738 -2.167
H -0.511 4.732 0.137
H 0.460 5.137 -1.262
H 0.870 2.658 0.501
H 1.902 4.072 0.427
H 1.770 2.995 -0.965
```

Output
ΔE to the lowest compared entry with this formula, charge and spin = 0.0 kJ/mol
frontier orbital gap = 0.193 hartree
strongest force on any atom = 1.10 eV/A
charge = -1

Record 5
Molecular formula: C18H17N3O3S2
Method: DFT, the ωB97M-V functional and the def2-TZVPD basis

```
43
Properties=species:S:1:pos:R:3
O -3.810 -0.715 2.596
O -2.220 -0.255 -2.709
N 3.457 2.977 -0.757
O 0.000 -1.337 1.959
S 3.081 1.533 -2.826
S 5.777 2.938 -2.423
C -3.655 -1.088 1.443
C -2.468 -0.102 -1.487
C 4.089 2.507 -1.834
C 1.306 -1.421 1.460
C 1.599 -2.727 1.368
C 0.376 -3.523 1.636
C -0.534 -2.630 2.023
C 1.279 2.559 0.430
C -0.006 1.802 0.506
C 0.496 1.104 -1.684
C 2.140 2.409 -0.716
C 1.765 1.612 -1.717
C -0.425 1.111 -0.637
N -1.795 0.588 -0.582
N -2.907 -2.183 1.109
C 6.198 4.192 -1.293
C -2.071 -2.912 2.146
C -4.426 -0.557 0.180
C -2.736 -2.358 -0.318
C -3.500 -1.091 -0.923
H 1.853 -0.519 1.213
H 2.668 -2.934 1.317
H 0.149 -4.618 1.652
H 1.417 3.291 1.131
H -0.638 1.639 1.466
H 0.272 0.732 -2.655
H -2.335 0.871 0.248
H 6.438 3.766 -0.380
H 7.026 4.722 -1.761
H 5.523 5.026 -1.228
H -2.251 -4.017 2.014
H -2.243 -2.667 3.176
H -4.532 0.566 0.066
H -5.341 -1.114 -0.076
H -3.217 -3.304 -0.722
H -1.667 -2.452 -0.654
H -4.132 -1.421 -1.754
```

Output
SMILES string = CSc1nc2ccc(NC(=O)[C@@H]3CC(=O)N(Cc4ccco4)C3)cc2s1
ΔE to the lowest compared entry with this formula, charge and spin = 329.4 kJ/mol
frontier orbital gap = 0.327 hartree
strongest force on any atom = 5.33 eV/A
charge = 0

Record 6
Molecular formula: C47H54InN5O4P2SSeSi2
Method: DFT, the ωB97M-V functional and the def2-TZVPD basis

```
117
Properties=species:S:1:pos:R:3
In 0.269 0.918 0.973
C 0.818 -1.356 5.408
Si 0.982 0.172 4.274
C 0.842 1.743 5.317
C 2.792 0.088 3.766
N -0.121 0.092 2.951
C -1.492 0.027 3.134
C -2.088 -0.057 4.400
C -3.455 -0.236 4.587
C -4.275 -0.312 3.480
C -3.723 -0.141 2.212
C -2.354 0.062 1.992
N -1.818 0.314 0.724
Si -2.898 0.793 -0.543
C -2.219 1.370 -2.197
C -3.971 -0.696 -1.089
C -4.020 2.230 -0.012
H 1.627 -1.342 6.147
H 0.918 -2.270 4.815
H -0.127 -1.418 5.949
H 1.525 1.707 6.171
H -0.169 1.931 5.687
H 1.128 2.583 4.678
H 3.331 -0.671 4.339
H 3.288 1.051 3.916
H 2.870 -0.146 2.710
H -1.453 0.030 5.272
H -3.861 -0.308 5.590
H -5.343 -0.470 3.584
H -4.392 -0.164 1.363
H -1.235 0.952 -2.399
H -2.124 2.456 -2.234
H -2.898 1.055 -2.996
H -3.477 -1.203 -1.924
H -4.945 -0.346 -1.451
H -4.152 -1.437 -0.307
H -3.396 3.108 0.180
H -4.591 2.028 0.895
H -4.720 2.493 -0.811
C 0.586 -3.614 -3.687
N 0.512 -2.553 -2.691
P 0.322 -2.791 -0.997
C -0.885 -4.204 -1.033
C -2.182 -3.902 -0.620
C -3.153 -4.894 -0.542
C -2.830 -6.201 -0.872
C -1.539 -6.515 -1.282
C -0.571 -5.525 -1.358
C 1.706 -3.868 -0.358
C 2.947 -4.154 -0.939
C 3.828 -5.017 -0.283
C 3.524 -5.534 0.960
C 2.332 -5.183 1.588
C 1.443 -4.357 0.926
P 0.520 -0.863 -3.043
C 1.968 -0.456 -4.113
C 2.642 -1.293 -4.995
C 3.694 -0.805 -5.761
C 4.082 0.523 -5.659
C 3.429 1.362 -4.764
C 2.384 0.871 -3.995
C -0.747 -0.881 -4.412
C -0.720 0.076 -5.429
C -1.721 0.130 -6.389
C -2.783 -0.763 -6.340
C -2.852 -1.685 -5.306
C -1.850 -1.734 -4.348
H -0.208 -4.347 -3.534
H 1.550 -4.130 -3.649
H 0.450 -3.186 -4.678
H -2.412 -2.878 -0.342
H -4.155 -4.647 -0.212
H -3.580 -6.980 -0.800
H -1.284 -7.539 -1.532
H 0.439 -5.784 -1.652
H 3.009 -2.716 -2.181
H 4.768 -5.250 -0.770
H 4.225 -6.198 1.453
H 2.101 -5.549 2.581
H 0.508 -4.065 1.397
H 2.367 -2.334 -5.096
H 4.219 -1.472 -6.436
H 4.895 0.903 -6.266
H 3.742 2.393 -4.653
H 1.874 1.518 -3.286
H 0.091 0.792 -5.471
H -1.673 0.877 -7.172
H -3.555 -0.731 -7.100
H -3.691 -2.369 -5.248
H -1.928 -2.440 -3.527
C 8.469 -2.534 1.114
C 7.053 -2.089 0.847
C 6.712 -1.458 -0.345
C 5.401 -1.077 -0.602
C 4.420 -1.318 0.342
C 4.742 -1.959 1.530
C 6.052 -2.332 1.783
S 2.654 -1.066 -0.044
O 2.785 -1.056 -1.558
O 3.343 -3.644 -2.134
N 2.306 0.361 0.558
C 3.097 1.569 0.366
C 2.660 2.640 1.395
O 3.504 3.458 1.752
O 1.439 2.596 1.806
H 9.107 -2.336 0.252
H 8.504 -3.604 1.327
H 8.885 -2.012 1.978
H 7.479 -1.286 -1.093
H 5.125 -0.634 -1.551
H 3.955 -2.188 2.240
H 6.297 -2.840 2.711
H 2.958 1.991 -0.636
H 4.160 1.370 0.516
Se -0.241 4.948 -1.982
C 0.047 3.386 -1.209
N 0.241 2.323 -0.768
```

Output
ΔE to the lowest compared entry with this formula, charge and spin = 15.3 kJ/mol
frontier orbital gap = 0.210 hartree
strongest force on any atom = 1.29 eV/A
charge = -2